a:
The following is a DFT calculation (wB97M-V/def2-TZVPD) of a 2-piece molecular cluster, C7H14N2 overall.

```
23
Properties=species:S:1:pos:R:3
C -0.9960 1.0671 0.7680
C -0.3307 1.5053 -0.3530
C 0.6391 -2.9003 -0.2335
C -0.9302 -1.4974 -1.4334
C -0.4295 1.2165 2.1423
C 0.7487 2.5531 -0.3474
N 0.1665 -1.5430 -0.4832
C 1.0598 -0.4885 -0.3740
N 2.1574 -0.2533 -0.0290
H -2.0365 0.7775 0.6941
H -0.9335 1.5453 -1.2571
H 1.5171 -2.9120 0.4086
H 0.9060 -3.3995 -1.1682
H -0.1401 -3.4869 0.2638
H -1.3281 -0.4889 -1.5227
H -1.7689 -2.1029 -1.0758
H -0.6138 -1.8411 -2.4212
H 0.5804 0.8042 2.1704
H -0.3281 2.2717 2.4082
H -1.0596 0.7326 2.8858
H 0.3976 3.5670 -0.1468
H 1.4825 2.3262 0.4250
H 1.2399 2.5472 -1.3208
```

**HOMO-LUMO gap**: 9.51 eV
**SMILES**: CN(C)C#N.C/C=C\C

Results of the Mulliken charge analysis, in e, for atoms 1 through 4:
1 C 0.32
2 C -0.48
3 C -1.01
4 C -0.96



b:
The following is a DFT calculation (wB97M-V/def2-TZVPD) of one molecule with the formula C7H14N2.

```
23
Properties=species:S:1:pos:R:3
C -0.7488 -1.2449 0.4305
C 0.6918 -1.3350 0.8499
C -2.1577 1.3365 0.2808
C -1.0861 -1.7919 -0.9351
C 2.5809 0.0371 -0.3144
N -1.0039 0.5008 0.4810
C 0.2621 0.9583 0.2936
C 1.2144 -0.0333 0.2842
N 0.5052 2.3211 0.1474
H -1.4870 -1.5140 1.1834
H -0.1303 2.8143 -0.4632
H 1.4709 2.5552 -0.0218
H 0.8084 -1.3920 1.9357
H 1.2031 -2.1934 0.4083
H -2.3096 1.6278 -0.7698
H -2.0713 2.2468 0.8827
H -3.0420 0.7882 0.6086
H -2.0179 -1.3629 -1.3071
H -1.2146 -2.8749 -0.8787
H -0.3013 -1.5847 -1.6612
H 2.7563 0.9918 -0.8110
H 2.7211 -0.7428 -1.0692
H 3.3563 -0.1081 0.4456
```

**HOMO-LUMO gap**: 7.23 eV
**SMILES**: CC1=C(N)N(C)[C@@H](C)C1

Results of the Mulliken charge analysis, in e, for atoms 1 through 4:
1 C 0.17
2 C -0.66
3 C -1.13
4 C -1.33



c:
The following is a DFT calculation (wB97M-V/def2-TZVPD) of one molecule with the formula C7H14N2.

```
23
Properties=species:S:1:pos:R:3
C -1.9092 0.8023 0.4198
C -0.4832 0.5152 0.2679
C -2.5261 2.1246 0.8176
C 0.1919 -0.6590 0.2884
C 2.2830 -1.3151 1.4866
C 2.1203 -1.6515 -1.0267
C 1.7098 -0.7503 0.2077
N -2.7244 1.5846 -0.4951
N -4.1162 1.2292 -0.7393
H -2.3595 -0.1190 0.8992
H 0.1660 1.4211 0.1058
H -3.2162 2.1668 1.6006
H -1.8782 3.0283 0.9944
H -0.3243 -1.5871 0.2918
H 1.9999 -2.3054 1.7712
H 2.3395 -0.8223 2.4875
H 3.3543 -1.4438 1.2373
H 3.0029 -1.1796 -1.5460
H 1.1459 -1.6768 -1.5051
H 2.4735 -2.6153 -0.6608
H 2.1471 0.2404 0.1888
H -4.2333 0.1476 -0.7327
H -4.3526 1.4450 -1.7335
```

**HOMO-LUMO gap**: 9.91 eV
**SMILES**: CC(C)/C=C/[C@H]1CN1N

Results of the Mulliken charge analysis, in e, for atoms 1 through 4:
1 C 0.01
2 C -0.62
3 C -0.32
4 C -0.68



d:
The following is a DFT calculation (wB97M-V/def2-TZVPD) of a 2-piece molecular cluster, C7H14N2 overall.

```
23
Properties=species:S:1:pos:R:3
C 1.5405 -1.4938 -0.1101
C -0.5192 -1.2883 -1.5266
C -2.0059 -0.6386 1.1580
C 0.0762 -1.3467 -0.1461
C -0.5485 -0.9052 0.9649
H 0.0088 -0.9371 1.8937
H -1.5923 -1.0980 -1.5172
H -0.0483 -0.5001 -2.1198
H 1.9083 -2.2748 -0.7745
H 1.9690 -0.3941 -0.2713
H 1.9283 -1.6930 0.8863
H -0.3531 -2.2369 -2.0418
H -2.5440 -0.5239 0.2190
H -2.4606 -1.4695 1.7058
H -2.1352 0.2650 1.7564
C -0.2771 2.1546 -0.2200
C 1.7614 1.3839 0.6422
N 0.4930 1.5731 0.7494
N 0.0405 3.2413 -0.7945
H -0.6787 3.5843 -1.4268
H -1.2055 1.5981 -0.3998
H 2.3402 1.7794 -0.1957
H 2.3025 1.2201 1.5684
```

**HOMO-LUMO gap**: 9.24 eV
**SMILES**: [H]/N=C/N=C.CC=C(C)C

Results of the Mulliken charge analysis, in e, for atoms 1 through 4:
1 C -1.15
2 C -1.46
3 C -1.41
4 C 1.31



b comes first in stability; the runner-up is 20.6 kcal/mol higher.



a:
The following is a DFT calculation (wB97M-V/def2-TZVPD) of a 2-piece molecular cluster, C7H14N2 overall.

```
23
Properties=species:S:1:pos:R:3
C -2.5112 -0.5878 1.0801
C -1.2455 -0.2710 1.8567
C -3.3276 -1.8278 1.5178
H -3.2290 0.2146 1.3144
H -2.4322 -0.5721 -0.0043
H -1.3561 0.5999 2.4962
H -4.3306 -1.7817 1.1193
H -0.4500 -0.0613 1.1325
H -0.7902 -1.0337 2.4963
H -2.7763 -2.7112 1.1811
H -3.3399 -1.8928 2.6064
C 1.3769 0.6602 -3.1007
C 3.1455 1.8522 -0.2393
C 2.0630 0.8801 -1.8203
C 2.1027 0.0082 -0.7502
N 2.7170 2.0315 -1.4655
N 2.8217 0.6181 0.2270
H 3.5434 2.6746 0.3253
H 2.9718 0.3573 1.1908
H 1.6217 -0.9519 -0.6702
H 0.7671 1.5097 -3.4178
H 0.6761 -0.1765 -3.0820
H 1.9818 0.4615 -3.9935
```

**HOMO-LUMO gap**: 9.33 eV
**SMILES**: Cc1c[nH]cn1.CCC

Results of the Mulliken charge analysis, in e, for atoms 1 through 4:
1 C -0.25
2 C -0.84
3 C -1.19
4 H 0.22



b:
The following is a DFT calculation (wB97M-V/def2-TZVPD) of one molecule with the formula C7H14N2.

```
23
Properties=species:S:1:pos:R:3
C -0.4339 0.1008 0.2482
C -0.8879 0.2804 -1.1544
C 0.9106 0.7081 0.6484
C -2.8045 0.9658 0.2849
C -0.8242 -1.1441 1.0171
C 2.3184 -1.1249 -0.4582
N -1.4238 1.0979 -0.0962
C 2.0285 0.3423 -0.2900
N 2.6359 1.2807 -0.8661
H 3.3891 0.9949 -1.4899
H -0.2512 0.7964 -1.8606
H -1.5239 -0.4852 -1.5919
H 1.1686 0.3808 1.6578
H 0.8167 1.7939 0.6429
H -2.8978 1.1802 1.3495
H -3.3771 1.7098 -0.2703
H -3.2378 -0.0233 0.0829
H -0.0152 -1.8701 0.9996
H -1.7084 -1.6138 0.5928
H -1.0337 -0.8885 2.0555
H 1.4718 -1.6098 -0.9415
H 2.4750 -1.5940 0.5115
H 3.2048 -1.2785 -1.0722
```

**HOMO-LUMO gap**: 9.71 eV
**SMILES**: [H]/N=C(\C)C[C@]1(C)CN1C

Results of the Mulliken charge analysis, in e, for atoms 1 through 4:
1 C 1.47
2 C -0.77
3 C -1.19
4 C -0.90



a comes first in stability; the runner-up is 21.4 kcal/mol higher.



a:
The following is a DFT calculation (wB97M-V/def2-TZVPD) of a 2-piece molecular cluster, C7H14N2 overall.

```
23
Properties=species:S:1:pos:R:3
C 1.3678 -1.8534 0.0709
C 0.7891 1.0540 -1.8797
C 0.9170 -0.8149 -0.8740
C 0.0520 -1.0276 -1.9124
N 1.3841 0.4798 -0.8658
N -0.0656 0.2026 -2.5214
H 0.8474 2.0242 -2.3472
H -0.4578 0.4610 -3.4087
H -0.5322 -1.9074 -2.1080
H 2.4720 -1.7936 0.1029
H 1.2355 -2.8991 -0.1794
H 1.0895 -1.6222 1.0934
C -1.6444 0.5956 2.6309
C -0.2170 0.1594 2.8351
C -2.0254 1.1727 1.2781
H -2.2849 -0.2890 2.7721
H -1.9175 1.2196 3.4865
H 0.0943 0.1517 3.8850
H -3.0703 1.0516 0.9955
H 0.5295 0.7646 2.3088
H 0.0034 -0.8723 2.5562
H -1.8325 2.2453 1.1990
H -1.4176 0.6690 0.5180
```

**HOMO-LUMO gap**: 9.49 eV
**SMILES**: Cc1c[nH]cn1.CCC

Results of the Mulliken charge analysis, in e, for atoms 1 through 4:
1 C -0.91
2 C -0.19
3 C 0.76
4 C -0.60



b:
The following is a DFT calculation (wB97M-V/def2-TZVPD) of a 2-piece molecular cluster, C7H14N2 overall.

```
23
Properties=species:S:1:pos:R:3
C 1.7413 -0.6130 0.3813
C -0.1170 1.9522 0.8105
C 3.0159 -0.0716 -0.1693
C -2.0086 -0.4004 -1.7664
N 0.0218 0.7115 1.5432
C -1.9240 -0.9361 -0.3610
C 0.6144 -0.8391 -0.3741
C -0.6056 -1.0214 0.2921
N -3.0141 -1.2583 0.2274
H -0.2367 0.9227 2.5163
H 1.7812 -0.9987 1.3894
H -2.8348 -1.6032 1.1731
H 0.6178 -0.5573 -1.4205
H -0.5940 -1.5730 1.2249
H 0.5577 2.7371 1.1844
H -1.1370 2.3631 0.8532
H 0.1271 1.7822 -0.2435
H 2.8937 0.3041 -1.1861
H 3.3906 0.7394 0.4598
H 3.7924 -0.8449 -0.1752
H -1.5908 0.6080 -1.8195
H -1.4416 -1.0263 -2.4599
H -3.0498 -0.3769 -2.0802
```

**HOMO-LUMO gap (alpha / beta)**: 7.60 / 8.34 eV

Results of the Mulliken charge analysis, in e, for atoms 1 through 4:
1 C 0.15
2 C -0.82
3 C -1.33
4 C -1.22



c:
The following is a DFT calculation (wB97M-V/def2-TZVPD) of a 2-piece molecular cluster, C7H14N2 overall.

```
23
Properties=species:S:1:pos:R:3
C -0.1981 -0.9033 -2.5800
C 3.2943 -0.3407 -2.1301
C 1.2569 -0.9943 -2.2597
C 1.9480 -1.9948 -1.6437
N 2.1429 -0.0046 -2.6458
N 3.2340 -1.5281 -1.4853
H 4.1912 0.2320 -2.2878
H 4.0109 -1.9634 -1.0211
H 1.6559 -2.9763 -1.3124
H -0.3784 0.1386 -2.8387
H -0.7381 -1.1110 -1.6541
H -0.5467 -1.5944 -3.3446
C -2.0775 1.2159 1.7404
C -2.6121 0.4044 2.9074
C -0.7641 1.8914 2.0214
H -2.0272 0.5172 0.8982
H -2.8529 1.9354 1.4739
H -2.9452 1.0722 3.7118
H 0.0893 1.2860 2.2933
H -1.8780 -0.2449 3.3865
H -3.4906 -0.1902 2.6618
H -0.4093 2.5720 1.2423
H -0.9053 2.5808 2.8664
```

**HOMO-LUMO gap**: 9.44 eV
**SMILES**: Cc1c[nH]cn1.CCC

Results of the Mulliken charge analysis, in e, for atoms 1 through 4:
1 C -0.96
2 C -0.23
3 C 0.61
4 C -0.58



d:
The following is a DFT calculation (wB97M-V/def2-TZVPD) of a 2-piece molecular cluster, C7H14N2 overall.

```
23
Properties=species:S:1:pos:R:3
C 1.9686 -0.6009 -1.8462
C 2.4144 -1.0911 1.7839
C 2.3171 -0.3550 -0.3975
C 2.5067 0.7178 0.3862
N 2.4289 -1.4615 0.4531
N 2.4707 0.3016 1.8079
H 2.2676 -1.6580 2.6341
H 2.7908 0.8814 2.5854
H 2.3486 1.7698 0.3357
H 2.7374 -0.9737 -2.5391
H 1.7534 0.5306 -2.3039
H 0.9882 -1.2704 -1.8802
C -2.3123 0.7656 0.2997
C -3.5944 -0.0724 0.3448
C -1.2942 0.3694 -0.7404
H -2.6185 1.7434 0.1652
H -1.8960 0.5808 1.4244
H -3.4025 -1.1059 0.6218
H -0.4567 1.0111 -0.8707
H -1.1387 -0.7372 -0.6379
H -1.7960 0.4743 -1.8453
H -4.3725 0.3505 0.9367
H -4.1105 -0.1704 -0.7174
```

**HOMO-LUMO gap**: 9.78 eV
**SMILES**: Cc1c[nH]cn1.CCC

Results of the Mulliken charge analysis, in e, for atoms 1 through 4:
1 C -0.77
2 C -0.21
3 C 0.53
4 C -0.49



c comes first in stability; the runner-up is 4.6 kcal/mol higher.



a:
The following is a DFT calculation (wB97M-V/def2-TZVPD) of an isolated ion of composition C5H12NO and charge +1.

```
19
Properties=species:S:1:pos:R:3
C -0.0565 -0.4102 0.4158
C 0.3839 0.6946 -0.4628
C 0.8832 -0.7949 1.5704
C -1.5363 -0.7696 0.7641
C -0.4856 1.5527 -1.3572
N 0.4918 -0.8321 -0.9070
O 1.5548 1.2335 -0.1736
H 1.8734 -0.8422 1.3359
H 0.5457 -1.7216 2.0262
H 0.7689 -0.1642 2.4462
H -1.9891 -0.0043 1.2681
H -1.5846 -1.7106 1.4055
H -2.0519 -0.9231 -0.1390
H 0.1684 1.8925 -2.0847
H -0.8022 2.3438 -0.6723
H -1.3757 1.0523 -1.8592
H 1.4269 -1.2809 -0.9618
H -0.1903 -1.0669 -1.7127
H 1.9752 1.7512 -0.9020
```

**2S+1**: 3
**HOMO-LUMO gap (alpha / beta)**: 4.64 / 7.32 eV
**Total charge**: +1

Results of the Mulliken charge analysis, in e, for atoms 1 through 4:
1 C 0.97
2 C -0.02
3 C -1.60
4 C -1.40



b:
The following is a DFT calculation (wB97M-V/def2-TZVPD) of a 2-piece molecular cluster, C5H12NO overall.

```
19
Properties=species:S:1:pos:R:3
C 1.2582 1.0113 -0.8998
C -0.6117 -1.7294 0.4432
C -1.0935 -1.0252 -2.1130
C 0.8627 1.2805 1.8867
C -0.5214 -0.7474 -0.7507
N 0.4948 0.0420 -0.8079
O -0.2575 1.2680 1.0476
H 0.8497 1.8777 -0.4007
H 2.2503 0.7465 -1.0742
H -0.0323 -2.5398 0.1018
H -0.1925 -1.2340 1.2608
H -1.6240 -1.7019 0.8380
H -2.0517 -0.5708 -2.3108
H -1.2867 -1.9878 -2.4602
H -0.4617 -0.6020 -2.7891
H 1.0526 2.3708 2.0234
H 1.6834 0.8364 1.4030
H 0.7131 0.9423 2.9312
H -1.0315 1.7627 1.6707
```

**2S+1**: 3
**HOMO-LUMO gap (alpha / beta)**: 6.33 / 6.12 eV
**Total charge**: +1

Results of the Mulliken charge analysis, in e, for atoms 1 through 4:
1 C -0.65
2 C -0.92
3 C -1.33
4 C -0.78



b comes first in stability; the runner-up is 9.3 kcal/mol higher.



a:
The following is a DFT calculation (wB97M-V/def2-TZVPD) of one molecule with the formula C5H7N3.

```
15
Properties=species:S:1:pos:R:3
C 1.4073 0.0511 -0.0435
C 0.3633 1.9332 0.0494
C -0.6101 0.9232 -0.0323
C -1.9737 0.1383 -0.0094
C -1.0873 -1.1012 0.1329
H 2.5030 -1.4680 -0.8750
H 3.1625 -0.6709 0.3454
H 0.1335 2.9836 -0.0454
H -2.5143 0.1506 -0.9542
H -2.8396 0.4180 0.6265
H -1.2128 -1.9999 -0.5043
H -1.3081 -1.3754 1.2074
N 2.2295 -1.0750 0.1014
N 1.6377 1.3366 0.0970
N 0.1091 -0.2443 -0.0961
```

**HOMO-LUMO gap**: 8.85 eV
**SMILES**: Nc1ncc2n1CC2

Results of the Mulliken charge analysis, in e, for atoms 1 through 4:
1 C 0.35
2 C -0.45
3 C -0.01
4 C -0.51



b:
The following is a DFT calculation (wB97M-V/def2-TZVPD) of one molecule with the formula C5H7N3.

```
15
Properties=species:S:1:pos:R:3
C -1.2306 1.4929 0.1387
C 0.3888 1.9972 0.4500
C -1.3337 0.0863 -0.1509
C -2.4345 -0.4969 -0.5323
C 2.1669 -0.9863 -0.0642
N 1.3704 1.1239 0.2529
N -0.1028 -0.6399 -0.2324
N 1.0576 -0.1235 0.0144
H -1.9822 2.1498 0.5506
H 0.6453 3.0038 0.5864
H -2.6152 -1.5215 -0.9484
H -3.4037 0.0368 -0.2871
H 1.8898 -1.9875 0.0465
H 2.9892 -0.5940 0.6628
H 2.7548 -0.9704 -0.9865
```

**HOMO-LUMO gap (alpha / beta)**: 7.19 / 6.54 eV

Results of the Mulliken charge analysis, in e, for atoms 1 through 4:
1 C -0.67
2 C -0.21
3 C 0.64
4 C -0.75



a comes first in stability; the runner-up is 77.4 kcal/mol higher.